One molecule with the formula C3H3N3O2 at a distorted geometry. Source: OMol25; level of theory: wB97M-V/def2-TZVPD.

Geometry (Å):
O  -1.2395  1.2134  -0.1362
O  -1.1743  -1.1973  -0.2242
N  0.1555  -0.6490  -0.0334
N  1.3441  1.2047  -0.0449
N  1.4301  -1.1476  0.0454
C  0.0713  0.6886  -0.1613
C  -2.0135  -0.0644  0.3061
C  2.0860  0.0201  0.1323
H  -2.9550  -0.2353  -0.3142
H  -2.1633  0.2967  1.4683
H  3.0576  0.0872  0.2961

Cartesian forces, eV/Å:
1.70 -2.98 -0.29
0.48 1.38 2.08
-1.87 1.33 -0.75
-2.09 -2.02 0.22
-0.94 1.26 0.65
1.74 0.59 1.30
0.67 1.41 -0.59
-5.62 0.61 -1.71
1.19 0.71 1.16
0.51 -2.26 -2.61
4.23 -0.02 0.53

2S+1   1
Highest occupied orbital energy   -9.68 eV
Net charge   0
Lowest unoccupied orbital energy   0.6 eV
HOMO-LUMO gap   10.327 eV
Energy above the lowest of the compared OMol25 structures with the same formula, charge and spin   5.994 eV


One molecule with the formula C2H3NS3. Source: OMol25; level of theory: wB97M-V/def2-TZVPD.

Geometry (Å):
S  0.9640  -0.2586  -1.1593
S  -1.0899  -0.8940  0.7873
S  0.0361  2.5810  -1.3668
N  -0.8526  0.7623  0.3663
C  0.5919  -1.2977  0.2801
C  -0.0515  1.0954  -0.6552
H  0.6249  -2.3619  -0.0307
H  1.2968  -1.0650  1.0925
H  -1.5197  1.4385  0.6858

Cartesian forces, eV/Å:
-0.20 0.13 0.01
0.11 0.07 -0.22
-0.08 -0.37 0.18
-0.04 -0.39 0.16
0.15 -0.29 0.12
0.41 0.25 -0.39
0.03 0.65 0.35
-0.19 -0.30 -0.32
-0.19 0.25 0.11

2S+1   1
Highest occupied orbital energy   -8.50 eV
Net charge   0
Lowest unoccupied orbital energy   0.1 eV
HOMO-LUMO gap   8.619 eV
Energy above the lowest of the compared OMol25 structures with the same formula, charge and spin   0.193 eV


A 5-piece molecular cluster, C22H33FIO13 overall at a distorted geometry. Source: OMol25; level of theory: wB97M-V/def2-TZVPD.

Geometry (Å):
I  -4.5882  -0.7265  1.6947
F  -0.6654  2.0930  -0.8211
O  0.8683  1.4036  -8.2463
O  2.0024  3.9316  1.8887
O  2.3972  -2.4547  3.8622
O  3.6254  4.2470  3.4086
O  -0.7522  -6.9078  0.1135
O  0.9528  -2.9040  2.2284
O  0.6783  -1.0400  3.4593
O  -0.9699  1.7315  -6.9885
O  -2.6731  -6.3036  -0.8943
O  2.4438  2.3389  3.4516
O  -3.7884  -0.0091  -1.0155
O  -1.6969  -4.9040  0.5245
O  1.0267  1.6997  -6.0190
C  2.6317  -3.8088  3.4613
C  2.0297  -3.8461  2.0737
C  -1.1228  1.4413  0.4592
C  1.4241  1.0877  0.6272
C  -3.8856  0.5327  0.0322
C  4.1843  6.5907  3.1434
C  0.1018  2.1708  -5.0022
C  -3.6203  -5.2310  -0.6724
C  -2.2494  2.1440  1.0768
C  0.1080  1.4028  1.3764
C  0.4563  1.6592  -3.6322
C  -4.3830  -4.9131  -1.9339
C  -2.7033  -4.1402  -0.1695
C  1.2781  -2.0267  3.2088
C  2.3808  5.3137  1.8561
C  0.3619  1.5924  -7.1860
C  1.4941  -5.1750  1.6064
C  -1.6241  -6.1152  -0.0641
C  -1.2045  1.6637  -5.5695
C  3.7616  5.3114  2.4617
C  -3.6001  1.9408  0.3614
C  2.6580  3.3908  2.9610
H  -4.3025  -5.5559  0.1173
H  0.1244  2.3495  1.9064
H  -0.0578  0.5822  2.0679
H  0.1886  0.6080  -3.5201
H  2.7316  -3.4307  1.3443
H  -4.7056  -5.8314  -2.4236
H  0.9827  -5.7008  2.4131
H  -3.7625  -4.3584  -2.6381
H  -2.0674  2.2663  -5.3017
H  3.3529  7.0344  3.6927
H  1.5886  0.0098  0.6741
H  2.2640  1.5368  1.1532
H  -3.1928  -3.4344  0.4951
H  1.5278  1.7473  -3.4554
H  0.1324  3.2634  -5.0247
H  -0.0693  2.2182  -2.8603
H  -2.0416  3.2166  0.9937
H  1.4414  1.4668  -0.3890
H  -2.2223  -3.5980  -0.9856
H  -4.3843  2.2633  1.0533
H  2.1004  -4.4705  4.1508
H  4.5402  7.3142  2.4101
H  -3.7542  2.5050  -0.5709
H  -1.3873  0.6222  -5.2992
H  1.6686  5.8822  2.4598
H  2.3547  5.6731  0.8299
H  4.9842  6.3925  3.8555
H  4.5076  5.0087  1.7201
H  -1.3876  0.4178  0.1763
H  2.2958  -5.8126  1.2331
H  3.6958  -4.0317  3.4880
H  -5.2598  -4.3108  -1.7006
H  0.7751  -5.0246  0.8117

Cartesian forces, eV/Å:
-0.05 -0.14 0.39
-0.02 -0.04 -0.47
0.04 -0.01 -0.12
0.60 0.27 0.68
-0.01 -0.12 0.03
0.00 -0.03 -0.05
-0.01 -0.08 0.04
0.09 0.03 -0.02
0.03 -0.01 0.23
-0.09 -0.06 0.08
-0.08 -0.01 0.05
-0.04 -0.13 0.05
-0.03 -0.14 0.05
-0.01 0.04 -0.05
-0.04 0.05 0.00
0.09 0.07 0.04
-0.11 -0.16 -0.02
-0.29 0.03 1.32
-0.08 0.17 0.80
0.16 -0.06 -0.84
-0.10 0.00 0.13
0.04 -0.14 0.19
-0.04 0.08 -0.23
0.08 -0.43 -0.75
-0.06 -0.18 -1.28
0.11 -0.15 -0.12
0.12 -0.05 -0.14
-0.10 0.05 0.12
0.02 -0.07 -0.14
-0.31 0.05 -0.54
0.01 0.04 0.13
0.05 0.01 0.18
-0.09 0.07 -0.08
-0.08 0.10 -0.06
0.04 0.10 0.11
-0.17 0.62 0.61
-0.07 0.09 -0.09
0.04 -0.04 0.03
0.19 -0.01 0.13
-0.15 0.37 0.30
0.00 -0.01 -0.02
-0.02 0.05 -0.01
-0.08 -0.02 0.08
-0.05 0.03 -0.01
0.02 -0.01 0.01
0.00 0.05 -0.12
-0.01 -0.03 0.02
0.06 -0.10 -0.42
0.09 -0.08 0.02
0.16 0.00 0.18
0.00 0.12 0.00
0.02 0.01 -0.07
-0.02 -0.05 0.06
-0.03 0.12 0.57
-0.12 -0.14 -0.15
-0.03 0.01 -0.03
-0.06 0.02 -0.02
-0.01 -0.07 -0.05
0.00 0.00 -0.02
0.12 -0.18 -0.25
0.02 0.00 0.06
0.05 0.05 0.04
-0.06 -0.10 -0.03
0.07 -0.02 -0.08
-0.01 -0.04 0.00
0.11 0.01 -0.39
0.03 0.03 0.01
0.03 0.14 0.02
0.01 0.03 0.02
0.01 0.00 -0.13

2S+1   1
Highest occupied orbital energy   -2.64 eV
Net charge   -1
Lowest unoccupied orbital energy   2.4 eV
HOMO-LUMO gap   5.025 eV


One molecule with the formula C2H4N2O2 at a distorted geometry. Source: OMol25; level of theory: wB97M-V/def2-TZVPD.

Geometry (Å):
O  -2.3991  -0.5752  0.1344
O  0.5538  1.3427  0.1334
N  1.6705  -1.0178  0.3154
N  0.4842  -1.1067  -0.1585
C  -1.6486  0.3670  0.0903
C  -0.1691  0.2573  -0.2993
H  1.5005  1.0437  0.1650
H  -1.8052  1.2821  0.5563
H  -0.2857  0.2706  -1.3389
H  2.0988  -1.8637  0.4020

Cartesian forces, eV/Å:
0.08 0.86 -0.66
0.99 -0.19 0.48
-4.69 4.31 -1.41
2.43 0.47 1.88
1.45 -3.50 1.52
0.50 -1.17 -0.02
-0.93 0.27 0.13
-1.06 2.39 0.54
0.20 0.09 -2.37
1.03 -3.54 -0.07

2S+1   1
Highest occupied orbital energy   -10.09 eV
Net charge   0
Lowest unoccupied orbital energy   0.1 eV
HOMO-LUMO gap   10.208 eV
Energy above the lowest of the compared OMol25 structures with the same formula, charge and spin   4.064 eV


One molecule with the formula CH6N4S at a distorted geometry. Source: OMol25; level of theory: wB97M-V/def2-TZVPD.

Geometry (Å):
S  2.4101  1.0128  -1.0970
N  -0.0072  1.1641  0.0341
N  -0.7484  0.9106  1.2751
N  0.6907  -0.8744  -0.8002
N  -0.6686  -1.5212  -0.6458
C  1.0273  0.4573  -0.4743
H  -0.4083  0.3528  2.0119
H  -0.7304  -1.9090  0.4754
H  0.1790  2.1954  0.0801
H  -1.5695  -0.7083  -0.5399
H  1.4020  -1.4389  -1.3963
H  -1.5765  0.3589  1.0769

Cartesian forces, eV/Å:
1.13 0.99 0.00
-0.83 2.77 2.64
-1.50 0.21 -1.62
-0.59 -0.71 0.22
-1.40 1.91 4.06
-1.31 -3.69 -1.74
2.27 -0.52 0.69
0.51 1.24 -3.88
0.10 -1.64 -0.31
3.92 -2.56 -1.00
-2.03 1.48 1.56
-0.27 0.53 -0.61

2S+1   1
Highest occupied orbital energy   -8.57 eV
Net charge   0
Lowest unoccupied orbital energy   0.3 eV
HOMO-LUMO gap   8.842 eV
Energy above the lowest of the compared OMol25 structures with the same formula, charge and spin   2.576 eV


N3O21Pb3S3 as an isolated structure at a distorted geometry. Source: OMol25; level of theory: wB97M-V/def2-TZVPD.

Geometry (Å):
Pb  0.9908  1.6957  -3.3734
Pb  0.1891  -0.2543  -0.5585
Pb  -2.0354  -1.0809  3.3540
S  3.5745  -0.0438  -0.6629
S  0.8744  -0.6365  2.8604
S  -2.6350  0.8786  0.7629
O  0.6692  -3.9640  -2.7302
O  -1.1808  -0.2298  -3.3947
O  4.8510  0.4025  -0.2201
O  1.3670  -1.8892  -2.5907
O  -2.0318  -0.4932  1.1619
O  0.1453  -1.9906  2.7757
O  0.0660  -2.7125  -0.9985
O  -2.1467  -0.2973  -5.4129
O  -2.4802  1.7691  1.9330
O  2.4657  0.9344  -0.9101
O  1.1136  -0.0582  1.5147
O  3.3444  -1.4141  -0.6009
O  0.0949  0.2474  6.3558
O  -3.9136  0.7777  0.2031
O  -1.2723  1.4789  -4.7243
O  2.1045  -0.6787  3.6495
O  -0.1787  0.1482  3.5448
O  -1.6208  1.2032  -0.2792
O  -1.3326  1.8705  5.6438
O  0.8774  2.9707  -5.1914
O  -0.1778  3.0372  -1.4757
N  -0.8590  0.8903  6.1448
N  -1.5748  0.3011  -4.5740
N  0.7117  -2.8624  -2.2073

Cartesian forces, eV/Å:
-2.58 3.14 -2.54
-2.23 0.01 -0.26
1.15 0.81 -0.60
-1.99 3.64 1.45
0.31 -1.67 2.07
4.17 1.56 1.52
0.16 0.85 -0.33
-0.37 0.32 -2.38
0.03 0.72 -0.65
-0.01 -0.45 -0.75
-0.59 -1.50 1.14
0.64 0.45 -0.63
1.14 -0.41 -2.71
-1.63 -2.32 -1.61
-0.83 -1.11 -0.66
4.04 -2.31 0.22
0.64 -0.21 -0.17
-0.80 -1.80 -0.57
5.81 0.86 -0.76
-3.12 -0.54 -0.65
0.40 1.26 0.00
-0.95 -0.23 -1.25
-0.70 1.45 0.21
0.18 0.89 -0.74
2.98 3.18 -1.76
1.14 -1.66 2.72
1.14 -1.21 -1.28
-9.03 -4.12 2.94
2.05 0.51 4.34
-1.16 -0.10 3.69

2S+1   1
Highest occupied orbital energy   2.15 eV
Net charge   -3
Lowest unoccupied orbital energy   3.9 eV
HOMO-LUMO gap   1.713 eV


C10H13ClFeN3O7Y as an isolated structure at a distorted geometry. Source: OMol25; level of theory: wB97M-V/def2-TZVPD.

Geometry (Å):
Y  0.0852  0.8019  -0.2350
Fe  -2.4380  -0.3345  -1.4755
Cl  -1.2058  0.3714  -3.1393
O  7.1232  2.6205  2.0349
O  6.4873  2.3339  4.1124
O  0.7247  0.5031  3.5682
O  1.9114  1.7847  -1.2908
O  3.8570  2.7708  -1.4746
O  1.5492  1.8586  5.0866
O  0.9471  1.8412  1.3723
N  1.5416  1.3678  3.9366
N  6.2362  2.4442  2.8929
N  2.9984  2.2676  -0.7580
C  3.8691  2.0890  3.4266
C  4.5555  2.4381  1.1018
C  3.2458  2.1945  0.6714
C  4.8583  2.3499  2.4624
C  -1.6589  -0.7052  0.3871
C  2.5816  1.8172  3.0094
C  -3.4290  -1.9799  -1.7295
C  1.3581  -1.1025  -0.3178
C  -3.8164  0.8456  -0.8103
C  2.2125  1.9403  1.6503
H  -2.5744  -0.6145  1.0082
H  -2.9212  -2.7782  -1.1685
H  -3.3733  -2.1669  -2.8147
H  -4.4675  -1.8288  -1.4093
H  1.7674  -1.2720  -1.3246
H  4.1234  2.0628  4.4854
H  5.3202  2.6664  0.3720
H  2.2178  -0.9659  0.3575
H  -3.7684  0.9929  0.2751
H  0.8303  -2.0118  -0.0052
H  -1.3991  -1.7975  0.3585
H  -4.7623  0.3807  -1.1209
H  -3.6713  1.7991  -1.3493

Cartesian forces, eV/Å:
-2.38 -1.94 -1.19
0.07 -0.93 1.64
1.45 0.83 -0.62
-1.64 -0.27 1.23
-0.65 0.18 -2.09
2.10 1.82 0.68
3.17 1.51 1.63
-1.12 -0.62 1.09
0.30 -0.57 -1.90
2.32 1.26 0.68
-1.75 -0.96 1.64
2.20 0.31 0.79
-1.13 -0.36 -2.08
-0.37 -0.39 0.19
-0.31 -0.32 0.29
0.19 0.20 0.89
-0.66 0.00 -0.47
0.27 -0.24 -0.06
1.05 0.23 -0.17
-0.46 -1.44 -0.66
0.75 -0.31 -0.15
-1.15 1.70 -0.01
-2.12 -0.39 -1.18
0.50 0.01 -0.24
-0.40 0.06 -0.25
-0.23 -0.26 0.19
0.23 -0.31 -0.06
0.06 -0.02 0.06
-0.02 -0.10 -0.31
0.04 -0.10 0.12
0.14 -0.16 0.00
-0.19 0.06 -0.31
0.07 0.29 -0.04
0.05 0.82 0.20
0.03 0.37 0.21
-0.41 0.04 0.27

2S+1   6
Highest occupied orbital energy (alpha / beta)   -2.76 / -4.14 eV
Net charge   -1
Lowest unoccupied orbital energy (alpha / beta)   -0.1 / 0.0 eV
HOMO-LUMO gap (alpha / beta)   2.679 / 4.154 eV
⟨S²⟩   8.7777


A 2-piece molecular cluster, C2H3Cl2NS overall at a distorted geometry. Source: OMol25; level of theory: wB97M-V/def2-TZVPD.

Geometry (Å):
Cl  3.1460  -0.9687  -0.0552
Cl  -2.2346  -1.4931  -0.0361
S  -2.9149  1.2462  -0.8837
N  1.0033  0.5858  0.5474
C  1.3863  -0.4259  -0.0702
C  -1.8966  0.2800  -0.1278
H  0.7398  -0.8893  -0.6659
H  1.6640  1.0923  1.1220
H  -0.8933  0.5726  0.1696

Cartesian forces, eV/Å:
-1.68 0.15 -0.16
0.50 1.01 0.29
0.12 0.00 0.38
-0.01 -0.23 0.05
3.94 2.83 2.75
-0.92 -0.67 -1.23
-2.11 -2.65 -2.58
0.35 -0.13 -0.01
-0.19 -0.31 0.50

2S+1   1
Highest occupied orbital energy   -9.24 eV
Net charge   0
Lowest unoccupied orbital energy   -0.6 eV
HOMO-LUMO gap   8.673 eV
Energy above the lowest of the compared OMol25 structures with the same formula, charge and spin   1.330 eV


no.,total energy (hartree)
1,-430.7007
2,-1327.3096
3,-2233.8305
4,-338.5038
5,-658.7767
6,-3516.8305
7,-2841.7165
8,-1451.2748